C3H8O2 | the ωB97M-V functional and the def2-TZVPD basis

* orbital gap: 9.0 eV
* HOMO energy: -7.99 eV
* relative energy (zero: lowest compared OMol25 entry of this formula, charge and spin): 4.394 eV
* LUMO level: 0.990 eV
* molar mass: 76.1 u

```
13
C3H8O2 | the Open Molecules 2025 dataset | the ωB97M-V functional and the def2-TZVPD basis
C -1.510 1.174 -0.468
O -0.810 0.504 0.547
C 0.546 0.333 0.227
C 1.147 -0.830 0.767
O 1.227 -1.723 -0.831
H -2.551 1.261 -0.144
H -1.110 2.186 -0.641
H -1.467 0.625 -1.422
H 0.800 -0.595 -0.912
H 1.132 1.257 0.222
H 2.216 -0.847 0.956
H 0.554 -1.527 1.355
H 0.471 -2.334 -0.892
```